Density functional theory data (ωB97M-V with the def2-TZVPD basis set) for C48H53As2CaN5O3S as an isolated structure in a non-equilibrium geometry.

Structure (ORCA input):
```
! RIJCOSX wB97M-V def2-TZVPD def2/J DEFGRID3
* xyz 0 1
Ca -0.08266 0.35471 0.32317
N -3.99143 0.07865 0.01420
C -4.81067 -0.40862 1.12648
C -3.96902 -0.86839 2.30974
C -3.01808 -2.02664 2.04454
N -1.74171 -1.58290 1.45982
H -3.22290 0.63092 0.38417
H -4.53690 0.69159 -0.58154
H -5.42107 -1.24835 0.77377
H -5.51444 0.34900 1.49570
H -4.66374 -1.18006 3.09663
H -3.40780 -0.02457 2.72382
H -3.48993 -2.74347 1.36934
H -2.84237 -2.55698 2.98842
H -1.11295 -2.36940 1.31228
H -1.27570 -1.05673 2.19725
C 1.53616 4.58525 -0.40369
C 2.05961 3.20026 -0.14854
O 1.38668 2.34752 0.42047
N 3.30927 2.91009 -0.57554
C 3.90555 1.60675 -0.32776
C 3.80047 0.66271 -1.49745
C 4.93855 0.16093 -2.11290
C 4.79948 -0.76488 -3.13479
C 3.52283 -1.16142 -3.49169
C 2.44877 -0.59640 -2.82215
N 2.56395 0.30833 -1.85656
H 0.66138 4.74407 0.22266
H 1.25569 4.67917 -1.45536
H 2.28993 5.34090 -0.18171
H 3.84008 3.62629 -1.04035
H 3.37570 1.16091 0.51286
H 4.94716 1.73498 -0.03095
H 5.91650 0.48009 -1.77705
H 5.66876 -1.17676 -3.63031
H 3.35108 -1.90115 -4.26123
H 1.44283 -0.91471 -3.06651
O -1.26932 3.72135 2.00227
C -1.39711 2.74178 1.28594
O -1.41185 1.50512 1.61087
C -1.58386 3.00934 -0.21448
C -2.27566 4.18271 -0.60513
C -2.44880 4.43348 -1.92984
C -1.86649 3.56222 -2.88395
C -1.93587 3.78983 -4.28033
C -1.29147 2.95944 -5.15125
C -0.53850 1.86654 -4.66189
C -0.47574 1.61423 -3.32245
C -1.15825 2.44622 -2.40457
N -1.08022 2.15162 -1.07118
H -2.64820 4.83557 0.17073
H -2.99933 5.30312 -2.26965
H -2.49970 4.64093 -4.64278
H -1.34299 3.14143 -6.21644
H -0.00851 1.22800 -5.35787
H 0.10409 0.79085 -2.92911
S 1.40221 -1.97896 0.49200
C 2.74981 -1.92076 1.63917
C 3.78794 -2.85465 1.50649
C 4.85500 -2.88188 2.38547
C 4.92810 -1.97268 3.43646
C 3.91553 -1.03895 3.58486
C 2.83846 -1.00579 2.70199
As 1.41186 0.29902 2.87458
C 2.25245 1.60258 4.04643
C 3.04654 2.57953 3.44888
C 3.69395 3.53204 4.22089
C 3.54272 3.52603 5.60149
C 2.74505 2.56419 6.20047
C 2.10256 1.60365 5.42724
C 0.22560 -0.60999 4.12953
C -0.89462 0.08251 4.58793
C -1.81457 -0.55033 5.41288
C -1.63547 -1.88254 5.76255
C -0.53268 -2.57934 5.28978
C 0.39968 -1.94536 4.47685
H 3.73383 -3.56571 0.69159
H 5.63732 -3.61890 2.24912
H 5.75750 -1.99222 4.13149
H 3.96565 -0.32359 4.39768
H 3.15648 2.60395 2.37260
H 4.30948 4.28581 3.74541
H 4.04084 4.27238 6.20682
H 2.61994 2.55469 7.27598
H 1.48800 0.85283 5.90781
H -1.06001 1.10950 4.28108
H -2.67866 -0.00382 5.76976
H -2.35793 -2.37731 6.39958
H -0.39425 -3.62066 5.55273
H 1.25856 -2.49414 4.10933
C -2.83034 -2.85204 -1.37778
As -1.79709 -1.34500 -2.03347
C -3.20850 -0.55145 -3.12418
C -0.75699 -2.24721 -3.46803
C -1.51343 -3.15168 -4.38567
C -2.09569 -2.66059 -5.55304
C -2.81590 -3.49283 -6.39726
C -2.96700 -4.83742 -6.08872
C -2.38806 -5.34017 -4.93175
C -1.66783 -4.50515 -4.09057
H -3.25828 -3.41207 -2.20848
H -3.62467 -2.43426 -0.76317
H -2.20952 -3.50680 -0.76727
H -3.61250 -1.28682 -3.81944
H -2.83308 0.31079 -3.67386
H -3.98658 -0.22776 -2.43642
H 0.03758 -2.78400 -2.94470
H -0.29074 -1.43901 -4.03727
H -1.97871 -1.61129 -5.80141
H -3.25726 -3.08933 -7.29983
H -3.52440 -5.48952 -6.74816
H -2.49543 -6.38851 -4.68371
H -1.21374 -4.90450 -3.19083
*
```

Output
Maximum force: 1.047 eV/Å
Total energy: -7907.956679 Eh
Energy above the lowest of the compared OMol25 structures with the same formula, charge and spin: 0.302 eV
LUMO energy: -0.15 eV
Highest occupied orbital energy: -6.81 eV

---

Density functional theory data (ωB97M-V with the def2-TZVPD basis set) for C48H53BCuN13S5 as an isolated structure in a non-equilibrium geometry.

Structure (ORCA input):
```
! RIJCOSX wB97M-V def2-TZVPD def2/J DEFGRID3
* xyz 1 2
Cu -0.14363 1.86349 -0.14243
C -3.24463 4.67368 3.27339
N -2.07029 3.87454 2.94045
C -0.84986 4.30281 3.61069
C -1.94139 3.25999 1.72180
N -0.84660 3.20012 1.06717
N -3.11283 2.66382 1.26684
C -3.30086 2.03880 0.03532
N -4.44118 1.26856 0.01203
N -2.47878 2.21523 -0.91906
H -3.52401 4.51393 4.31522
H -4.09029 4.42156 2.64036
H -3.03305 5.73946 3.13564
H -1.07720 4.46029 4.66316
H -0.45300 5.23268 3.18960
H -0.08618 3.53000 3.53572
H -0.07040 3.72465 1.46647
H -3.75001 2.39305 1.99478
H -5.17359 1.42626 0.68354
H -4.75267 0.98859 -0.89694
H -2.72515 1.74655 -1.78125
N 0.82512 0.60307 -1.16403
S 0.75594 -0.66404 -1.86517
N 1.09692 -2.05893 -1.00946
S 0.10229 -2.95475 -0.24434
N -1.04882 -2.41617 0.62577
S -0.95980 -1.02598 1.57508
N -1.09091 0.25357 0.90783
C -2.34958 -1.39522 2.63899
C -2.76690 -0.32303 3.41629
C -3.79963 -0.50846 4.32163
C -4.40664 -1.75431 4.43873
C -3.98929 -2.81400 3.64455
C -2.95138 -2.64027 2.73930
C 0.43885 -1.35078 2.65529
C 0.36946 -2.28108 3.68958
C 1.48828 -2.47748 4.48278
C 2.65122 -1.75252 4.24176
C 2.70301 -0.83624 3.20275
C 1.59359 -0.63627 2.39375
C 1.17732 -4.06545 0.63830
C 0.56383 -5.09752 1.33816
C 1.35691 -6.00233 2.01856
C 2.74111 -5.86513 1.99571
C 3.33634 -4.82961 1.29004
C 2.55286 -3.91418 0.60041
C -0.71343 -4.10506 -1.33435
C -2.08624 -4.28642 -1.28951
C -2.66457 -5.19298 -2.16730
C -1.87393 -5.89689 -3.06423
C -0.49610 -5.70887 -3.08799
C 0.09337 -4.80857 -2.21933
C 2.08313 -0.77031 -3.04933
C 2.82902 -1.91783 -3.27461
C 3.84795 -1.87683 -4.21432
C 4.10219 -0.70290 -4.91362
C 3.35040 0.44026 -4.66978
C 2.33432 0.41584 -3.72627
C -0.68198 -1.13223 -2.84975
C -1.94496 -0.91449 -2.32040
C -3.05392 -1.28889 -3.06793
C -2.90160 -1.85798 -4.32368
C -1.63309 -2.07856 -4.83822
C -0.51442 -1.72361 -4.09870
H -2.27354 0.63725 3.29879
H -4.12785 0.31726 4.94123
H -5.20823 -1.89788 5.15184
H -4.46913 -3.78090 3.73279
H -2.61630 -3.45249 2.10571
H -0.53987 -2.82937 3.89321
H 1.44703 -3.18541 5.30141
H 3.51770 -1.90296 4.87584
H 3.60106 -0.25647 3.02710
H 1.60139 0.11334 1.60770
H -0.51767 -5.18786 1.33230
H 0.89960 -6.81769 2.56460
H 3.35965 -6.57319 2.53309
H 4.41481 -4.73104 1.27484
H 2.98620 -3.09605 0.03909
H -2.67180 -3.72091 -0.57718
H -3.73679 -5.34634 -2.14928
H -2.33163 -6.60003 -3.74908
H 0.11894 -6.26841 -3.78156
H 1.16726 -4.65403 -2.21767
H 2.61751 -2.81782 -2.71160
H 4.44362 -2.76124 -4.40321
H 4.89884 -0.67414 -5.64712
H 3.55757 1.35953 -5.20342
H 1.76105 1.30613 -3.48780
H -2.04072 -0.47679 -1.33368
H -4.04639 -1.15669 -2.65879
H -3.77327 -2.14006 -4.90240
H -1.50789 -2.52244 -5.81786
H 0.47703 -1.89376 -4.49774
C -2.08357 5.50895 -1.71960
N -0.86680 5.74452 -0.96782
C -0.67204 6.76222 -0.05978
C 0.60282 6.65021 0.36844
N 1.19382 5.58469 -0.27988
B 2.75995 5.40396 -0.12515
N 3.30263 4.04454 -0.63679
C 4.18947 3.91942 -1.68672
C 4.66597 2.65858 -1.69376
N 4.04670 2.00122 -0.64071
C 4.38726 0.67996 -0.16187
C 3.19615 2.85505 -0.01935
S 2.20372 2.44902 1.30352
C 0.27697 5.00608 -1.07640
S 0.39708 3.58652 -2.03500
H -2.90354 6.03441 -1.23103
H -2.28310 4.44368 -1.74495
H -1.98031 5.87657 -2.74085
H -1.43806 7.48142 0.18104
H 1.16335 7.25678 1.06136
H 3.28501 6.26139 -0.79814
H 2.99869 5.51344 1.05245
H 4.42328 4.75556 -2.32385
H 5.37768 2.16327 -2.33335
H 5.24831 0.32072 -0.72283
H 3.55628 -0.01008 -0.28195
H 4.64350 0.73380 0.89639
*
```

Output
Maximum force: 1.075 eV/Å
Total energy: -6228.694483 Eh
Energy above the lowest of the compared OMol25 structures with the same formula, charge and spin: 0.000 eV
LUMO energy (spin up / spin down): -2.18 / -2.18 eV
Highest occupied orbital energy (spin up / spin down): -8.66 / -8.51 eV
⟨S²⟩: 0.75

---

Density functional theory data (ωB97M-V with the def2-TZVPD basis set) for C48H55FN6O5V as an isolated structure in a non-equilibrium geometry.

Structure (ORCA input):
```
! RIJCOSX wB97M-V def2-TZVPD def2/J DEFGRID3
* xyz 3 1
V -1.32333 -1.13042 1.46659
C -2.16093 -5.84779 1.91150
C -2.17348 -4.61907 0.99912
C -3.31859 -4.69116 -0.01081
C -0.82074 -4.44225 0.33371
C -0.44006 -5.31382 -0.67795
C 0.80989 -5.21406 -1.27310
C 1.70073 -4.23876 -0.86331
C 1.36714 -3.33563 0.14466
C 2.37803 -2.31855 0.62926
C 3.42406 -2.98678 1.52551
C 3.06410 -1.59759 -0.53318
C 0.10955 -3.46733 0.71790
N -0.24930 -2.60900 1.82312
C -0.04148 -3.16701 3.11092
O 0.78048 -3.99305 3.36842
C -1.03835 -2.58525 4.05067
C -1.29155 -2.97825 5.35020
C -2.36485 -2.38444 6.01077
C -3.13406 -1.42223 5.35981
C -2.77878 -1.07682 4.07062
N -1.75936 -1.64925 3.44480
C -3.40958 -0.04335 3.20347
O -4.39178 0.58543 3.45712
N -2.63376 0.07128 2.02802
C -2.93237 1.08162 1.03835
C -3.91487 0.76136 0.07867
C -4.04303 1.60012 -1.02149
C -3.26918 2.74282 -1.13417
C -2.40710 3.09913 -0.11176
C -2.23041 2.30562 1.02197
C -1.35566 2.94158 2.11054
C -1.69510 2.68687 3.57329
C 0.14110 2.75679 1.88609
C -4.92773 -0.34811 0.30766
C -6.18955 0.29096 0.91312
C -5.33148 -1.13318 -0.93833
H -3.10182 -5.93341 2.45330
H -1.34297 -5.81119 2.63260
H -2.03370 -6.75728 1.32459
H -2.37147 -3.74586 1.64510
H -3.24178 -5.58323 -0.63037
H -3.33376 -3.82655 -0.67439
H -4.27332 -4.74417 0.51137
H -1.12101 -6.09008 -0.99596
H 1.09263 -5.91042 -2.05047
H 2.67821 -4.19086 -1.32089
H 1.84218 -1.57336 1.23549
H 3.99013 -3.72635 0.95973
H 2.96188 -3.49530 2.36908
H 4.12753 -2.24839 1.90709
H 3.71132 -2.27510 -1.08747
H 3.69657 -0.79156 -0.15674
H 2.34447 -1.18242 -1.24428
H -0.67263 -3.73590 5.81081
H -2.60615 -2.67650 7.02365
H -3.98533 -0.94564 5.82539
H -4.78915 1.38027 -1.77147
H -3.39561 3.39834 -1.98538
H -1.89429 4.05240 -0.15779
H -1.54646 4.00932 1.96195
H -1.35258 1.70638 3.91582
H -2.75511 2.79412 3.77447
H -1.17286 3.42234 4.18500
H 0.46769 1.76276 2.19939
H 0.69469 3.48449 2.47972
H 0.40808 2.90506 0.83840
H -4.51350 -1.05776 1.03482
H -6.64788 0.95436 0.17891
H -5.98139 0.86886 1.80895
H -6.91375 -0.48544 1.15595
H -5.84320 -0.49572 -1.65936
H -6.04464 -1.90477 -0.64908
H -4.49825 -1.62119 -1.43802
F 4.32995 2.36710 0.77019
C 3.38385 2.14922 -0.15087
C 2.28379 1.43683 0.20827
C 1.31569 1.10642 -0.75921
C 0.17612 0.30420 -0.44664
O -0.03068 -0.03467 0.80366
C -0.63859 -0.13408 -1.48320
C -0.39572 0.34111 -2.76533
N 0.59649 1.16540 -3.05786
C 0.75251 1.62097 -4.43782
C -0.46975 2.05040 -5.18708
C 0.53142 3.07258 -4.74216
C 1.52366 1.52725 -2.08600
C 2.64794 2.28882 -2.42373
C 3.59902 2.62172 -1.47349
N 4.71590 3.37671 -1.82669
C 5.53272 2.95232 -2.95346
C 6.15470 4.14574 -3.65670
N 6.95033 4.94283 -2.66072
C 6.09354 5.35689 -1.49475
C 5.48398 4.12679 -0.84330
C -1.70945 -1.14965 -1.36603
O -2.31855 -1.61484 -2.26888
O -1.90287 -1.59257 -0.06373
H 2.19120 1.08482 1.22354
H -1.04161 0.04217 -3.58050
H 1.52361 1.07699 -4.96724
H -1.41577 2.04251 -4.66516
H -0.52589 1.77921 -6.23022
H 0.24113 3.71576 -3.92338
H 1.17577 3.52769 -5.48037
H 2.75941 2.64404 -3.43593
H 4.93855 2.40145 -3.67917
H 6.32806 2.27187 -2.61193
H 5.39791 4.82306 -4.05312
H 6.82955 3.83887 -4.45496
H 7.35950 5.76713 -3.11028
H 7.73864 4.37982 -2.32277
H 5.32785 6.01869 -1.89865
H 6.72335 5.90672 -0.79790
H 4.83891 4.47727 -0.04066
H 6.27247 3.51375 -0.38750
*
```

Output
Maximum force: 1.007 eV/Å
Total energy: -3609.915411 Eh
Energy above the lowest of the compared OMol25 structures with the same formula, charge and spin: 0.294 eV
LUMO energy: -9.30 eV
Highest occupied orbital energy: -15.13 eV

---

Density functional theory data (ωB97M-V with the def2-TZVPD basis set) for C48H55GeNO5S2Si3TeY as an isolated structure in a non-equilibrium geometry.

Structure (ORCA input):
```
! RIJCOSX wB97M-V def2-TZVPD def2/J DEFGRID3
* xyz -2 2
Y -0.34768 0.12915 0.71126
O -5.86658 -2.45334 3.36914
C -4.70816 -2.00783 2.79723
C -3.46646 -2.30504 3.34198
C -2.34955 -1.82396 2.69586
N -2.42500 -1.10422 1.58700
C -3.61589 -0.79102 1.09231
C -4.79923 -1.22885 1.65503
C -3.57659 0.10758 -0.12952
O -4.63083 0.44409 -0.65583
O -2.38728 0.41508 -0.50345
C -0.94358 -2.04707 3.22379
O -0.80480 -2.62429 4.29706
O -0.03050 -1.58870 2.44886
H -5.62959 -2.95732 4.15608
H -3.33612 -2.87939 4.25248
H -5.74439 -0.94488 1.21366
S 2.21724 -0.79678 0.22580
C 3.43951 0.32870 0.70346
C 4.79593 -0.07219 0.67826
C 5.80996 0.77909 1.05497
C 5.49447 2.08567 1.45640
C 4.18343 2.50726 1.46188
C 3.11955 1.65008 1.08772
S 1.49854 2.25449 1.05511
H 5.02250 -1.08408 0.35821
H 6.83947 0.43951 1.03940
H 6.28131 2.76822 1.75676
H 3.93548 3.51861 1.76053
Te -0.32093 -3.26940 0.04340
C 0.27694 -4.50979 -1.55535
C -0.67001 -5.23260 -2.27167
C -0.27918 -6.02415 -3.34943
C 1.05981 -6.10008 -3.70764
C 2.00907 -5.37839 -2.98908
C 1.61990 -4.57928 -1.92089
C 0.83929 -4.36854 1.41565
C 2.18792 -4.09331 1.62619
C 2.91475 -4.86707 2.52307
C 2.29905 -5.90200 3.21845
C 0.94994 -6.16091 3.02023
C 0.21735 -5.39306 2.11975
H -1.71681 -5.17416 -1.99601
H -1.02531 -6.57787 -3.90634
H 1.36317 -6.71364 -4.54780
H 3.05399 -5.41948 -3.27161
H 2.36184 -3.99997 -1.38254
H 2.65438 -3.25361 1.12500
H 3.96222 -4.64350 2.69111
H 2.86650 -6.49148 3.92897
H 0.45615 -6.94868 3.57740
H -0.83812 -5.58692 1.97430
C -0.59758 4.09412 7.00868
C -0.72430 4.60956 5.72289
C -0.79539 3.76626 4.62082
C -0.75083 2.37588 4.77335
C -0.59784 1.87634 6.07181
C -0.52852 2.71620 7.17644
C -0.78506 1.41192 3.63342
C -1.25854 1.55675 2.39078
C -2.08006 2.71727 1.98181
C -1.72569 3.56182 0.92355
C -2.55083 4.60692 0.52447
C -3.77318 4.82658 1.14892
C -4.15686 3.97478 2.17914
C -3.32495 2.94027 2.58673
H -0.53913 4.75675 7.86412
H -0.75818 5.68274 5.57168
H -0.86830 4.18945 3.62634
H -0.53067 0.80011 6.20389
H -0.41372 2.29353 8.16837
H -0.29596 0.47226 3.88887
H -0.78420 3.41112 0.40758
H -2.23824 5.24328 -0.29624
H -4.42377 5.63083 0.82409
H -5.11584 4.11332 2.66778
H -3.62896 2.27620 3.38920
C 0.66250 -2.08372 -3.95044
Si 1.66598 -0.56199 -3.54157
C 3.33050 -1.14398 -2.94140
C 2.09058 0.20015 -5.20848
Ge 0.39705 0.85014 -2.04920
Si -1.76531 0.85265 -3.14322
C -2.84903 2.25720 -2.60850
C -1.54103 1.19286 -4.99482
C -2.61152 -0.82215 -3.14796
Si 1.40394 2.95835 -2.54325
C 0.78058 4.45222 -1.61808
C 3.24064 2.79635 -2.24115
C 1.18487 3.53337 -4.32393
H 1.27584 -2.82030 -4.48617
H -0.20320 -1.82921 -4.56832
H 0.28493 -2.55982 -3.04256
H 3.76204 -1.79195 -3.71634
H 3.25738 -1.69072 -2.00046
H 4.00563 -0.29786 -2.76505
H 2.51286 -0.58579 -5.85069
H 2.84296 0.98945 -5.09658
H 1.22918 0.62730 -5.71802
H -2.43410 3.19759 -2.99401
H -2.95373 2.32112 -1.52492
H -3.84807 2.11109 -3.03842
H -1.06869 2.15237 -5.21305
H -2.54817 1.19729 -5.43982
H -0.96792 0.40453 -5.48671
H -2.10133 -1.54203 -2.50408
H -2.63543 -1.22177 -4.16711
H -3.63594 -0.71451 -2.77232
H 0.93046 4.37219 -0.54078
H -0.28732 4.61725 -1.81094
H 1.33342 5.32269 -1.99578
H 3.43050 2.32057 -1.27241
H 3.71690 3.78621 -2.23776
H 3.71605 2.18223 -3.01580
H 0.16532 3.90670 -4.47737
H 1.37862 2.76353 -5.06523
H 1.88158 4.36551 -4.50238
*
```

Output
Maximum force: 1.576 eV/Å
Total energy: -6341.494162 Eh
Energy above the lowest of the compared OMol25 structures with the same formula, charge and spin: 0.000 eV
LUMO energy (spin up / spin down): 3.71 / 3.16 eV
Highest occupied orbital energy (spin up / spin down): -1.72 / -2.10 eV
⟨S²⟩: 0.76